{"formula": "C46H98F6N4O38P4", "method": "the ωB97M-V functional and the def2-TZVPD basis", "elements": ["C", "C", "C", "O", "C", "N", "H", "H", "H", "H", "H", "H", "H", "H", "H", "H", "H", "C", "C", "C", "O", "C", "N", "H", "H", "H", "H", "H", "H", "H", "H", "H", "H", "H", "C", "C", "C", "O", "C", "N", "H", "H", "H", "H", "H", "H", "H", "H", "H", "H", "H", "C", "C", "C", "O", "C", "N", "H", "H", "H", "H", "H", "H", "H", "H", "H", "H", "H", "C", "O", "P", "O", "O", "C", "O", "C", "H", "H", "H", "H", "H", "H", "H", "H", "H", "C", "O", "P", "O", "O", "C", "O", "C", "H", "H", "H", "H", "H", "H", "H", "H", "H", "C", "O", "P", "O", "O", "C", "O", "C", "H", "H", "H", "H", "H", "H", "H", "H", "H", "C", "O", "P", "O", "O", "C", "O", "C", "H", "H", "H", "H", "H", "H", "H", "H", "H", "C", "C", "O", "C", "O", "O", "F", "H", "H", "H", "C", "C", "O", "C", "O", "O", "F", "H", "H", "H", "C", "C", "O", "C", "O", "O", "F", "H", "H", "H", "C", "C", "O", "C", "O", "O", "F", "H", "H", "H", "C", "C", "O", "C", "O", "O", "F", "H", "H", "H", "C", "C", "O", "C", "O", "O", "F", "H", "H", "H"], "positions_angstrom": [[0.81094, -8.05741, -2.43397], [-0.70339, -8.06346, -2.09138], [-1.31427, -6.69801, -1.86429], [-0.48366, -5.99711, -0.86309], [-1.23814, -5.04610, -0.14307], [-1.48878, -8.73655, -3.12620], [1.39847, -7.31350, -1.89590], [0.92641, -7.78327, -3.48259], [1.17234, -9.07610, -2.29338], [-0.80619, -8.63398, -1.16832], [-2.28831, -6.72507, -1.37581], [-1.42663, -6.06370, -2.74356], [-0.51464, -4.27630, 0.12538], [-1.72184, -5.32369, 0.79346], [-1.96907, -4.50023, -0.73961], [-1.01231, -9.60888, -3.30540], [-1.40377, -8.26917, -4.01751], [-3.96776, 0.96135, 6.95540], [-5.20762, 1.92715, 7.12837], [-4.99624, 3.04429, 6.10174], [-5.00733, 2.61733, 4.74846], [-4.78540, 3.49668, 3.73261], [-6.44049, 1.22369, 6.96058], [-4.13423, 0.30559, 6.10079], [-4.00567, 0.17790, 7.71228], [-3.02241, 1.50054, 7.01602], [-5.25370, 2.38702, 8.11554], [-4.09357, 3.64598, 6.20789], [-5.85590, 3.70978, 6.18051], [-3.75886, 3.77428, 3.49334], [-5.21308, 4.44810, 4.04883], [-5.31409, 3.12072, 2.85669], [-6.33674, 0.74526, 6.07716], [-6.53748, 0.45469, 7.60814], [-2.91752, 4.23671, -3.23557], [-2.15829, 5.48008, -2.66679], [-2.37467, 6.81212, -3.49777], [-2.28640, 6.49363, -4.91435], [-3.51985, 6.48932, -5.65807], [-2.62728, 5.64619, -1.34197], [-3.98997, 4.37553, -3.37225], [-2.87410, 3.43544, -2.49789], [-2.45300, 3.99487, -4.19152], [-1.08701, 5.28331, -2.70855], [-1.59729, 7.51043, -3.18772], [-3.33708, 7.26994, -3.26918], [-3.45125, 6.23070, -6.71473], [-3.67465, 7.56694, -5.71141], [-4.35145, 5.95092, -5.20346], [-3.53967, 6.07211, -1.42100], [-1.99825, 6.22853, -0.80783], [3.32190, -4.56647, -5.76981], [3.08594, -3.88133, -4.31778], [2.08972, -2.68250, -4.18903], [2.41115, -1.64086, -5.02729], [1.90613, -0.34127, -4.63601], [2.79744, -4.97066, -3.41353], [2.49904, -5.27048, -5.89373], [4.31869, -5.00585, -5.80792], [3.22474, -3.78800, -6.52655], [3.98654, -3.30728, -4.09988], [2.03233, -2.28590, -3.17537], [1.10195, -3.06480, -4.44643], [1.85875, -0.15682, -3.56277], [0.86022, -0.43474, -4.92828], [2.53046, 0.47685, -4.99517], [3.30666, -5.82174, -3.60446], [1.81563, -5.20098, -3.46921], [-2.07462, -6.17984, 4.99557], [-1.13100, -6.41018, 3.91435], [0.48362, -6.85321, 4.07988], [1.04276, -6.62507, 5.48321], [0.49766, -8.43513, 3.74164], [0.34577, -8.90236, 2.43744], [1.09141, -6.08100, 2.81833], [1.00330, -4.66072, 2.73363], [-1.61384, -6.39738, 5.95913], [-2.96598, -6.79820, 4.88977], [-2.37329, -5.13285, 4.94357], [0.36379, -9.99220, 2.43149], [1.02277, -8.39374, 1.75110], [-0.57755, -8.54683, 1.98010], [2.02795, -4.29564, 2.66352], [0.57582, -4.08804, 3.55667], [0.54609, -4.29018, 1.81616], [5.04071, 0.40603, -2.53471], [5.00984, 1.79385, -2.35743], [6.07998, 2.57789, -1.44369], [7.51345, 2.25309, -1.64974], [5.60369, 4.07679, -1.73436], [4.27299, 4.41157, -1.42540], [5.47873, 2.17195, 0.00557], [6.24959, 2.37695, 1.22139], [5.79239, -0.04245, -1.88514], [5.11174, 0.05389, -3.56381], [4.11954, -0.02639, -2.14411], [3.64676, 4.44825, -2.31680], [4.25465, 5.39862, -0.96333], [3.73897, 3.81884, -0.68271], [7.28774, 2.70166, 1.15128], [6.09990, 1.46174, 1.79418], [5.66344, 3.08701, 1.80478], [-2.29988, 2.44753, 0.27083], [-1.25539, 1.53904, 0.41787], [-0.31847, 1.09430, -0.87804], [-1.05363, 0.89898, -2.12956], [0.78197, 2.27134, -0.94233], [1.03487, 2.91287, -2.12650], [0.54819, -0.22171, -0.36751], [0.04135, -1.50956, -0.03043], [-2.01381, 3.42579, -0.11553], [-2.86415, 2.63391, 1.18460], [-3.08584, 2.04215, -0.36637], [0.21146, 2.75389, -2.82279], [1.92788, 2.44315, -2.53882], [1.20437, 3.96611, -1.90280], [0.51417, -1.83589, 0.89589], [0.12935, -2.18314, -0.88286], [-0.99370, -1.34549, 0.26931], [0.50631, 2.67208, 5.37271], [1.18244, 2.63924, 4.16459], [2.83896, 2.56034, 4.17712], [3.36165, 1.79229, 5.38580], [3.18156, 1.82144, 2.78247], [2.45563, 2.14293, 1.59845], [3.37932, 4.11611, 4.02067], [4.72176, 4.34487, 4.21149], [-0.40101, 3.27612, 5.37635], [0.95924, 3.10157, 6.26630], [0.35945, 1.60447, 5.53625], [3.14097, 2.39075, 0.78789], [1.88343, 3.06295, 1.47904], [1.86529, 1.28741, 1.27031], [5.25682, 5.03749, 3.56181], [5.38237, 3.47799, 4.19695], [5.03904, 4.42992, 5.25081], [-3.78990, -1.45171, -4.57496], [-3.44755, -0.02856, -4.41046], [-4.27874, 0.64547, -5.36745], [-5.44330, -0.14971, -5.43788], [-6.42289, 0.25873, -6.05729], [-5.15193, -1.38840, -4.96614], [-2.14686, 0.09559, -4.61372], [-3.75264, -2.01419, -3.64206], [-3.06855, -1.91104, -5.25081], [-3.67917, 0.37409, -3.42440], [-0.54470, 3.14987, -5.93304], [0.38549, 4.36618, -5.72458], [1.38223, 4.10732, -6.64180], [0.96545, 3.22538, -7.59527], [1.68875, 2.74956, -8.50677], [-0.26883, 2.89246, -7.27970], [0.96841, 4.42052, -4.52150], [-1.61957, 3.20045, -5.75923], [-0.14284, 2.35989, -5.29858], [-0.08457, 5.33771, -5.87713], [-3.81444, -0.88447, 2.65182], [-4.89002, -0.04968, 2.19367], [-5.18457, -0.38152, 0.88994], [-4.42308, -1.46529, 0.50384], [-4.33121, -1.81069, -0.64369], [-3.67323, -1.83900, 1.52146], [-4.30611, 1.14346, 1.99151], [-4.08188, -1.34270, 3.60398], [-2.91509, -0.28461, 2.79126], [-5.71768, 0.16124, 2.87086], [4.75827, -3.66713, -0.76218], [3.32341, -4.01396, -0.29439], [3.32162, -3.08127, 0.76815], [3.90895, -1.97608, 0.43214], [3.76073, -0.89631, 0.92033], [4.79944, -2.25242, -0.54476], [3.39173, -5.28685, 0.31352], [4.90684, -3.69612, -1.84162], [5.57943, -4.13502, -0.21915], [2.44309, -4.01956, -0.93713], [1.99371, -1.20643, 5.86777], [2.69055, -1.42260, 4.54207], [1.66115, -1.40077, 3.58371], [0.44774, -1.39631, 4.13275], [-0.63157, -1.38333, 3.52868], [0.63114, -1.52854, 5.51908], [3.45382, -2.57140, 4.62711], [2.03515, -0.14092, 6.09376], [2.57610, -1.67260, 6.66251], [3.39474, -0.60273, 4.40051], [-1.17634, 6.09522, 1.43079], [-0.37689, 5.75037, 2.65724], [0.95838, 5.86358, 2.21103], [1.05194, 5.76213, 0.78564], [1.97941, 5.71668, 0.02405], [-0.24512, 5.88622, 0.34276], [-0.51207, 4.45315, 3.02646], [-1.56882, 7.10177, 1.28621], [-2.03926, 5.43184, 1.37245], [-0.49505, 6.32286, 3.57723]], "forces_ev_per_a": [[-0.710, 0.507, -0.236], [0.413, 0.334, -0.453], [0.670, 0.902, 2.097], [-0.928, -0.610, -0.765], [0.793, 1.402, -0.134], [0.106, -0.477, 0.187], [-0.057, -0.299, 0.479], [-0.015, -0.147, -0.263], [0.320, 0.151, 0.017], [-0.219, 0.036, 0.083], [-0.283, -0.660, -0.426], [0.287, -0.079, -0.359], [0.017, 0.095, 0.179], [0.016, -0.867, -0.046], [-0.227, -0.244, -0.362], [-0.211, -0.503, 0.024], [-0.017, 0.511, -0.091], [-1.306, -0.186, 1.189], [2.500, -0.622, -0.635], [-1.175, 1.218, -0.844], [0.167, -3.268, 1.039], [-0.772, 1.826, -0.078], [-0.729, -0.233, -0.955], [0.427, 0.731, -0.760], [0.228, 0.301, 0.698], [0.052, -0.313, -0.380], [0.464, 0.156, 0.008], [0.251, -0.183, 0.796], [-0.132, 0.451, 0.275], [0.568, -0.653, 0.054], [-0.448, 0.493, -0.376], [0.254, 0.217, -0.046], [-0.475, -0.033, -0.493], [0.125, 0.143, 0.504], [0.654, 0.815, -0.053], [-1.024, -0.075, -1.931], [-0.149, -2.042, -0.844], [0.537, -0.668, 0.242], [0.408, 1.989, 0.580], [0.054, 0.284, 1.403], [-0.044, 0.496, -0.180], [0.546, -0.150, -0.231], [-0.346, -0.387, 0.177], [0.047, -0.199, 0.276], [0.149, 0.146, -0.452], [-0.267, -0.077, 0.010], [0.825, -0.688, 0.265], [-1.255, 0.110, -0.041], [0.164, -0.012, 0.200], [-0.177, 0.169, 0.503], [-0.268, 0.250, -0.102], [-1.100, 2.225, 1.325], [0.916, 0.175, -2.005], [-0.881, -1.550, -0.093], [1.607, 1.418, -0.394], [-0.632, -1.425, 0.260], [-0.371, 0.688, 1.417], [0.286, -0.247, -0.205], [-0.236, -0.174, 0.040], [0.212, -0.120, -0.243], [0.719, -0.697, 0.420], [0.224, -0.467, 0.513], [-0.656, -0.061, 0.047], [0.310, -0.590, 0.483], [-0.132, 1.222, -0.417], [-0.311, -0.336, -0.805], [0.168, 0.157, -0.214], [-0.185, -0.112, 0.035], [0.821, -0.028, -0.090], [1.471, -0.501, 0.176], [-1.491, 0.343, 3.357], [-1.304, -0.267, -3.645], [0.537, 1.858, 0.860], [-0.682, 0.562, -1.770], [-0.757, -0.915, 0.816], [1.365, 1.458, -0.374], [0.056, 0.110, -0.032], [0.208, -0.161, -0.327], [0.075, -0.014, 0.077], [0.307, 0.250, -0.022], [0.862, -0.651, 0.138], [-0.723, -0.318, 0.416], [0.105, -0.128, 0.107], [-0.405, -0.826, 0.361], [-0.371, -0.729, 0.042], [-0.284, -1.467, 1.107], [0.441, 1.294, -0.235], [-0.149, -1.170, -0.158], [-1.610, 0.788, 0.286], [1.001, -1.179, 0.457], [-1.426, 1.307, 0.362], [1.411, 0.569, -0.652], [-1.605, -0.212, 0.597], [0.361, -0.091, -0.398], [0.408, 0.576, -0.117], [-0.332, 0.211, 0.020], [0.231, -0.095, -0.160], [0.285, 0.134, -0.295], [0.533, -0.642, -0.116], [-0.144, -0.259, -0.561], [0.620, -0.203, -0.176], [0.262, 0.446, -0.087], [-1.670, 0.944, -0.668], [2.291, -1.684, -0.775], [0.210, -0.600, 1.826], [-0.131, 0.009, 0.096], [-1.515, -2.253, 2.756], [0.623, 0.398, -1.853], [-0.213, 2.965, -0.612], [-1.238, 0.836, 0.588], [0.362, -0.068, -0.205], [0.790, -0.294, 0.477], [0.132, -0.069, -0.457], [0.034, 0.335, -0.045], [0.218, 0.409, -0.372], [-0.020, -0.032, -0.236], [0.493, -0.152, -0.340], [0.045, -0.032, 0.175], [-0.318, -0.603, -0.279], [-0.903, -0.836, 1.822], [3.562, 1.420, -1.567], [-0.257, -1.166, 1.091], [-0.836, 1.830, -2.656], [-0.634, 1.318, 1.763], [0.061, 0.162, -2.247], [-2.266, -1.810, -0.206], [3.494, -1.087, 1.395], [-0.331, -0.433, -1.007], [1.165, -0.134, -0.288], [-0.897, 0.193, 0.864], [0.711, -0.845, 0.157], [-0.559, 0.053, 1.557], [0.059, 0.074, 0.344], [-0.994, 0.449, -0.047], [-0.416, -1.103, -1.366], [-0.942, 1.573, 0.553], [-0.338, -0.841, 1.138], [-0.743, 0.629, 0.933], [-0.557, -1.036, 0.800], [-0.360, 1.651, -3.236], [2.473, -1.774, 2.565], [-1.206, 0.329, -0.761], [1.309, 0.926, -0.891], [0.016, 0.142, 0.058], [-0.590, -0.085, -0.692], [0.078, 0.107, 0.105], [0.668, 0.581, 1.044], [-1.596, 0.280, -0.132], [1.411, 0.202, -1.370], [3.543, -1.710, -2.169], [-3.261, 2.334, 3.577], [-1.270, -1.607, -1.725], [0.276, -0.249, 1.119], [0.286, 0.473, -0.269], [-0.017, -0.350, 0.009], [-0.049, 0.042, -0.245], [0.920, -2.631, 0.325], [-0.795, 2.300, -0.945], [-1.518, -2.100, -0.545], [0.433, 1.749, -1.513], [-0.398, -0.321, 1.334], [0.800, -0.415, 1.767], [0.614, 3.013, 0.485], [0.353, -0.777, -0.332], [0.127, -0.414, -0.262], [-0.417, -0.572, -0.332], [-0.501, 0.823, -2.428], [2.861, -1.964, 1.736], [-3.427, -1.525, 1.329], [1.760, 2.261, -0.360], [-0.150, -0.414, -0.039], [0.038, 0.416, 0.250], [-0.469, 1.255, -0.673], [0.008, -0.851, 0.076], [-0.498, -0.362, 0.180], [0.299, 0.341, -0.085], [-0.047, 1.269, -1.406], [1.184, 1.056, 1.498], [0.738, -0.218, -1.099], [-1.890, -0.983, 1.014], [3.383, 0.106, 2.021], [-1.174, -0.012, -0.489], [-0.904, -0.095, -0.998], [-0.117, 0.111, -0.018], [-1.108, -0.963, 0.087], [-0.091, -0.131, -0.759], [-0.269, -0.277, -0.729], [1.569, 0.289, -0.099], [1.502, 0.018, -1.713], [-1.653, 1.053, 0.315], [-1.103, -0.261, 2.253], [0.289, -0.542, 0.318], [-0.846, -0.542, -0.135], [0.323, 0.203, 0.706], [0.219, -0.296, -0.371], [-0.051, 0.376, -0.347]], "lowdin_charge": [-0.0519, -0.4290, -0.1563, -0.2022, -0.1226, 0.0316, 0.0602, 0.0656, 0.0763, 0.1326, 0.1197, 0.1247, 0.0466, 0.0947, 0.0892, 0.0659, 0.0668, -0.0487, -0.4163, -0.1907, -0.2041, -0.1452, 0.0402, 0.0598, 0.0661, 0.0723, 0.1376, 0.1242, 0.1211, 0.0773, 0.0861, 0.0883, 0.0608, 0.0762, -0.0245, -0.4039, -0.1397, -0.2311, -0.0868, 0.0430, 0.0791, 0.0581, 0.0457, 0.1271, 0.1189, 0.1127, 0.0868, 0.0840, 0.0815, 0.0884, 0.0425, -0.0292, -0.3832, -0.2348, -0.1802, -0.0580, 0.0359, 0.0643, 0.0695, 0.0640, 0.1151, 0.1097, 0.1220, 0.0633, 0.0882, 0.0958, 0.0804, 0.0651, -0.0866, -0.2661, 0.5256, -0.2781, -0.2064, -0.1331, -0.2024, -0.0840, 0.0790, 0.0796, 0.0790, 0.0975, 0.0822, 0.0808, 0.0791, 0.0868, 0.0668, -0.1127, -0.2174, 0.4397, -0.2344, -0.1824, -0.1329, -0.2464, -0.0610, 0.0846, 0.0948, 0.0735, 0.0894, 0.0828, 0.0590, 0.0945, 0.0915, 0.0587, -0.1403, -0.2107, 0.5262, -0.2278, -0.2089, -0.1383, -0.2381, -0.0798, 0.0617, 0.0679, 0.0866, 0.0647, 0.0945, 0.0823, 0.0775, 0.0856, 0.0818, -0.1421, -0.2294, 0.5762, -0.2626, -0.1944, -0.0935, -0.1982, -0.1825, 0.0804, 0.0941, 0.0863, 0.0668, 0.0792, 0.0780, 0.1003, 0.0736, 0.0914, -0.0668, -0.3725, 0.1042, -0.4555, 0.1346, 0.0830, 0.0806, 0.1400, 0.1479, 0.1688, -0.0403, -0.3286, 0.1383, -0.4840, 0.1142, 0.0847, 0.0764, 0.1258, 0.1333, 0.1623, -0.0098, -0.3617, 0.1464, -0.5374, 0.1499, 0.0984, 0.0322, 0.1437, 0.1395, 0.1774, -0.0291, -0.2089, 0.1170, -0.5964, 0.1767, 0.0495, 0.0225, 0.1204, 0.1482, 0.1499, -0.0473, -0.2858, 0.1284, -0.4766, 0.1174, 0.0496, 0.0536, 0.1040, 0.1511, 0.1494, -0.0597, -0.3021, 0.0965, -0.4201, 0.1697, 0.0164, 0.0634, 0.1436, 0.1235, 0.1741], "homo_energy_ev": -9.47, "max_force_ev_per_a": 5.373, "e_above_lowest_ev": 3.134, "orbital_gap_ev": 9.405}